Formula: C6H27NO7
Source: OMol25
Level of theory: ωB97M-V/def2-TZVPD

Structure (XYZ):
```
41
Properties=species:S:1:pos:R:3:nbo_charge:R:1
C 2.531 -2.816 -0.618 -0.617
C 2.043 -2.034 0.605 -0.223
N 0.763 -1.386 0.307 -0.483
C 0.095 -0.929 1.564 -0.217
C -0.439 -2.095 2.381 -0.629
C 0.938 -0.236 -0.611 -0.264
C -0.042 -0.373 -1.778 -0.086
O -0.598 0.885 -2.190 -0.785
H 3.455 -3.383 -0.398 0.217
H 1.799 -3.537 -0.961 0.205
H 2.770 -2.170 -1.475 0.201
H 1.953 -2.706 1.469 0.205
H 2.813 -1.313 0.919 0.175
H -0.695 -0.263 1.238 0.196
H 0.763 -0.316 2.177 0.189
H -0.954 -2.834 1.757 0.222
H -1.118 -1.731 3.153 0.229
H 0.368 -2.661 2.841 0.197
H 0.756 0.739 -0.105 0.201
H 1.964 -0.157 -0.974 0.200
H -0.873 -1.048 -1.576 0.198
H 0.423 -0.716 -2.718 0.181
H -1.343 1.158 -1.582 0.504
O -2.319 1.700 -0.365 -0.966
H -1.754 2.338 0.127 0.517
H -3.092 2.203 -0.649 0.496
O -3.270 -1.106 0.679 -0.972
H -2.925 -0.258 0.363 0.476
H -2.714 -1.807 0.321 0.491
O 0.869 3.156 -1.913 -0.987
H 0.365 2.298 -2.093 0.513
H 1.804 2.925 -1.978 0.482
O -0.038 3.916 0.442 -1.016
H -0.170 4.866 0.419 0.484
H 0.358 3.656 -0.443 0.512
O 1.721 2.878 2.197 -0.991
H 1.517 3.251 3.055 0.465
H 1.075 3.189 1.532 0.495
O -1.397 -3.193 -0.556 -0.996
H -0.549 -2.794 -0.268 0.502
H -1.242 -3.660 -1.380 0.477
```

Output
charge: 0
DFT total energy: -22483.1718 eV
SMILES: CCN(CC)CCO.O.O.O.O.O.O
maximum force: 0.0279 hartree/bohr
energy relative to the best compared isomer or geometry (same formula, charge and spin): 11.0 kcal per mole
highest occupied orbital energy: -0.3378 Eh